248
Properties=species:S:1:pos:R:3:forces:R:3:mulliken_charge:R:1 method="wB97M-V/def2-TZVPD" total_charge=0 homo_ev=-8.443 lumo_energy_ha=0.00861 e_tot_ev=-122788.837
C -2.84886 -4.14123 -0.69064 -1.0 -0.8 -1.9 -0.188
O -3.80086 -3.83220 -1.47585 0.7 -0.3 0.7 -0.220
N -1.72716 -4.72089 -1.20724 1.6 0.2 2.2 2.207
N -2.96293 -4.06210 0.64211 0.1 0.3 0.2 0.609
H -1.53833 -4.84546 -2.19451 -0.4 0.3 -0.2 -0.434
H -0.95343 -4.97771 -0.53042 -1.3 0.3 -1.4 -1.274
H -3.86757 -3.95133 1.10974 0.3 0.3 -0.2 -0.121
H -2.15441 -4.22149 1.22022 0.1 -0.2 0.0 -0.083
C -4.58467 -1.51714 2.60649 0.8 1.0 0.1 0.387
C -5.37808 -2.66177 3.17266 2.1 0.0 1.0 -0.950
O -5.24614 -3.80174 2.37633 -0.4 -0.5 -0.8 -0.617
O -5.15472 -1.21335 1.35699 -0.1 0.1 -0.3 -0.378
H -3.52554 -1.84168 2.50673 -0.4 0.0 -0.1 -0.203
H -4.54387 -0.58133 3.23452 -0.3 -1.0 -0.1 0.420
H -6.39948 -2.42965 3.25369 -1.4 0.6 0.5 0.398
H -4.89691 -2.86246 4.15814 -0.7 -0.1 -0.4 0.335
H -5.81923 -3.66385 1.57300 0.4 -0.1 0.4 0.425
H -4.57134 -0.63734 0.86303 0.1 0.1 -0.2 0.167
C 3.76650 5.27228 4.19331 -0.9 -0.3 -0.2 -0.039
C 5.09647 4.76657 3.77983 1.0 -1.0 0.8 -0.818
O 5.18756 4.41699 2.41500 -0.3 0.0 -0.8 -0.494
O 2.89424 4.16170 4.12467 -1.2 -0.9 -0.1 -0.235
H 3.37539 6.06555 3.55735 0.3 0.3 0.1 0.162
H 3.78517 5.61219 5.23603 0.0 0.0 -0.2 0.378
H 5.31651 3.85131 4.40515 0.0 1.0 -0.4 0.284
H 5.83525 5.53888 3.97147 0.4 0.0 -0.1 0.400
H 4.68318 3.61216 2.19223 0.1 0.5 0.5 0.183
H 2.37853 4.09237 3.29793 0.6 0.4 0.6 0.160
C -6.68123 -2.41487 -2.24607 -0.6 1.0 0.9 -0.739
C -7.11336 -2.54918 -0.75352 -0.9 -1.3 -0.9 -0.221
O -6.34281 -3.52065 -0.07320 0.1 -0.7 0.1 -0.626
O -5.47706 -1.75222 -2.45957 0.9 1.0 -0.2 -0.461
H -7.39523 -1.73712 -2.74200 -0.2 -0.6 0.1 0.375
H -6.67678 -3.38622 -2.73669 -0.2 -0.3 0.0 0.307
H -8.17725 -2.94553 -0.74358 0.9 0.8 -0.1 0.269
H -7.01726 -1.67195 -0.13624 -0.2 0.8 -0.4 0.248
H -5.72412 -3.91346 -0.69461 0.5 -0.1 -0.1 0.158
H -4.67306 -2.25072 -2.26853 -0.4 -0.6 0.4 0.214
C 2.69220 -1.73774 4.37473 0.0 1.1 -1.9 -0.119
C 2.80727 -0.42897 5.10079 1.3 0.8 1.9 -0.033
O 2.75631 -0.75777 6.54377 -0.2 -0.4 -0.8 -0.613
O 1.49166 -2.36711 4.71040 -0.4 -0.4 1.3 -0.490
H 3.51018 -2.43217 4.51324 0.6 0.1 0.2 0.476
H 2.66600 -1.42853 3.27650 0.0 -0.7 1.1 -0.191
H 1.97868 0.23193 4.80156 0.2 -0.2 0.2 0.093
H 3.79487 0.08571 4.93675 -0.9 -0.5 -0.3 0.277
H 2.81066 -0.03725 7.18728 0.0 0.2 -0.9 0.296
H 1.53220 -2.40955 5.69969 -0.3 0.0 -1.1 0.362
C 2.11497 4.93254 -0.27674 0.4 0.2 0.4 0.221
C 2.18641 5.94392 0.83800 -0.8 -0.1 1.0 -0.135
O 3.40703 6.53574 1.20928 0.2 -0.3 -0.4 -0.665
O 2.95214 3.80617 -0.01378 -0.1 -0.2 0.0 -0.121
H 2.43662 5.39884 -1.19488 -0.1 0.1 -0.5 0.510
H 1.05168 4.65597 -0.31972 0.3 -0.2 -0.3 -0.387
H 1.73349 5.48448 1.73628 0.0 -0.1 -0.1 -0.379
H 1.45302 6.71007 0.55976 0.4 0.3 0.1 0.430
H 3.98082 5.85840 1.62356 -0.2 0.2 -0.5 0.362
H 3.35553 3.55315 -0.85219 -0.1 -0.1 0.2 0.125
C 0.78761 1.75657 -3.72514 1.2 0.5 1.7 0.136
C 1.02950 2.62062 -4.93939 0.1 -1.3 -0.5 -0.729
O -0.27195 2.88826 -5.49737 1.4 0.7 -0.1 -0.492
O 1.15184 2.46895 -2.44618 -0.3 0.0 -2.7 -0.334
H 1.46345 0.91606 -3.81255 0.0 -0.5 0.3 0.262
H -0.24421 1.39766 -3.65306 0.1 0.2 -0.3 0.080
H 1.77113 2.10875 -5.63118 -1.5 -0.1 0.1 0.311
H 1.65855 3.46479 -4.72338 -0.5 1.1 0.7 0.254
H -0.18423 3.76528 -5.88444 -0.4 0.0 -0.2 0.299
H 0.89698 1.85453 -1.77131 -0.3 -0.7 1.2 0.023
C -1.05957 2.78205 0.17607 0.8 -1.0 -0.3 -2.528
C -1.06778 1.25026 0.37488 0.6 1.1 0.9 3.694
C -1.90373 0.54354 -0.65368 -0.4 0.1 -0.2 -0.831
C -1.66907 -0.94741 -0.67051 -0.3 0.0 1.1 0.997
C -0.16876 -1.18672 -0.80278 -0.2 -2.2 0.7 -1.036
C 0.67342 -0.59811 0.32627 -0.6 -0.3 0.2 2.883
N 0.34376 0.81287 0.21485 1.2 1.5 0.9 0.858
O 1.17570 1.50786 1.24546 -1.0 -0.5 -0.7 0.221
C 0.33524 -1.27496 1.69236 0.3 -0.7 -1.1 -0.275
C 2.17183 -0.76997 0.01015 -0.7 -1.1 1.3 -0.984
C -1.60334 1.08294 1.80403 -1.5 -2.0 0.4 -1.267
H -0.50352 3.12859 -0.68971 -0.5 -0.2 -0.6 -0.293
H -0.47744 3.14205 0.97483 0.6 0.7 1.3 0.488
H -2.03354 3.18784 0.29197 -0.9 0.4 -0.3 0.542
H -2.93278 0.86140 -0.43358 0.0 -0.3 -0.3 0.304
H -1.63670 0.88797 -1.63890 0.0 0.6 -0.5 -0.290
H -2.21296 -1.44462 -1.46722 -0.1 0.0 -0.2 0.299
H -2.08600 -1.33794 0.28435 0.4 -0.2 -0.6 -1.110
H 0.20998 -0.74426 -1.70163 0.1 0.2 -0.9 0.531
H 0.00986 -2.29953 -0.85527 0.0 1.0 0.0 -0.816
H -0.69288 -1.64297 1.70341 0.1 0.2 0.2 -1.083
H 0.96280 -2.17522 1.72637 -0.1 0.1 0.2 -0.149
H 0.54107 -0.68766 2.57238 0.1 0.3 0.1 0.062
H 2.36452 -1.87813 -0.09834 0.0 1.3 -0.1 -0.536
H 2.42273 -0.22403 -0.89616 0.3 0.0 0.0 0.655
H 2.70116 -0.41914 0.92584 0.1 -0.2 -1.0 -0.130
H -2.22625 1.86607 2.17225 -0.9 1.0 -0.5 0.653
H -0.84383 1.14706 2.53150 1.4 -0.4 0.7 0.215
H -2.23359 0.15653 2.04521 1.1 0.9 -0.6 -0.560
H 1.82433 1.99276 0.71937 0.0 0.2 -0.2 -0.202
C -2.25369 -2.76250 -4.08729 -1.0 1.7 -0.6 -1.901
C -1.88139 -3.80625 -5.07239 0.3 -0.7 -0.8 2.124
C -0.37698 -3.59973 -5.28144 0.8 -0.9 -0.3 -0.871
C 0.20136 -4.87079 -6.01639 0.0 0.6 -0.5 -1.028
C -0.05305 -6.16694 -5.20930 -0.7 1.2 0.3 -0.822
C -1.56655 -6.39089 -4.93305 0.0 0.1 0.0 1.543
N -2.04554 -5.11033 -4.37031 -0.4 0.4 0.4 0.864
O -3.43049 -5.24432 -4.03608 -0.1 -0.6 -1.0 -0.667
C -2.29798 -6.94289 -6.13990 1.4 -1.1 -1.2 -2.207
C -1.71480 -7.43781 -3.82798 1.7 -1.9 -1.7 -1.034
C -2.67292 -3.66626 -6.41770 0.2 -1.5 0.3 -1.700
H -1.87375 -1.82872 -4.50288 -0.2 0.4 0.1 0.605
H -1.77819 -2.90845 -3.16398 0.9 -0.3 1.2 -0.126
H -3.29967 -2.62577 -3.84108 -0.3 -0.2 -0.5 0.354
H -0.17187 -2.64475 -5.83608 -0.3 -1.0 0.2 0.540
H 0.10504 -3.42696 -4.27245 -0.3 -0.6 -0.9 -0.091
H 1.26789 -4.70199 -6.18296 0.1 -0.2 0.1 0.546
H -0.21988 -4.93187 -7.04973 0.0 0.0 0.7 0.326
H 0.39927 -5.93805 -4.24249 0.1 -0.4 0.3 -0.090
H 0.37093 -7.09461 -5.60073 0.1 0.3 -0.2 0.541
H -1.99672 -7.99076 -6.41502 -0.1 0.7 0.8 0.366
H -3.33955 -6.94551 -6.08288 -1.8 0.0 0.8 0.466
H -2.12308 -6.43440 -7.05731 0.6 0.8 -0.7 0.464
H -0.89717 -8.23394 -4.11561 -1.3 1.3 1.1 0.382
H -1.51859 -6.93462 -2.91392 0.2 -0.1 1.1 -0.286
H -2.65171 -8.00899 -3.82212 0.1 0.6 0.1 0.422
H -3.70694 -3.48787 -6.22936 -0.8 0.6 0.4 0.449
H -2.75922 -4.62070 -6.97206 0.6 0.5 0.3 0.207
H -2.28150 -2.91650 -7.09068 0.2 0.3 0.0 0.352
H -3.56154 -4.86212 -3.16134 0.2 0.3 0.6 0.384
C -4.07186 7.27797 0.06383 -0.8 0.5 0.8 -1.838
C -3.79944 6.71451 -1.36079 0.6 -1.6 0.6 2.183
C -2.32622 6.31948 -1.37486 0.7 0.8 1.3 -0.695
C -1.97552 5.47072 -2.53487 2.1 0.3 -0.7 -0.887
C -2.76859 4.22534 -2.61334 -1.3 -2.3 0.0 0.244
C -4.32351 4.42646 -2.45537 1.8 1.1 -0.8 1.775
N -4.55065 5.41499 -1.36935 0.1 -0.2 -0.3 0.032
O -5.90964 5.77449 -1.48152 -1.4 0.1 0.4 -0.559
C -4.80067 4.84641 -3.87222 -0.5 -2.0 -0.5 -1.618
C -4.98790 3.08681 -2.17819 2.2 0.0 -1.2 -2.249
C -4.06002 7.62992 -2.53926 1.8 0.4 0.6 -1.938
H -5.14618 7.63425 0.34670 1.8 -0.6 -0.9 0.302
H -3.38809 8.12429 0.29118 -0.4 -0.4 -0.2 0.383
H -3.81657 6.44568 0.77612 -0.3 0.8 -0.6 0.403
H -1.72730 7.26179 -1.37567 -0.3 -0.6 0.1 0.692
H -2.09547 5.77897 -0.45793 0.0 0.0 0.3 -0.447
H -0.88707 5.21034 -2.59249 -0.6 0.1 0.5 0.151
H -2.04654 6.14878 -3.36187 -0.5 -0.1 -1.2 0.695
H -2.43626 3.48347 -1.81020 -0.3 1.0 -1.2 -1.385
H -2.67616 3.72576 -3.62574 0.3 0.4 1.2 0.696
H -4.23911 5.57643 -4.41609 0.5 0.5 0.1 0.406
H -4.63489 3.88381 -4.45326 -0.5 1.3 0.3 0.436
H -5.85929 5.10963 -3.92878 0.1 -0.1 0.1 0.346
H -4.57450 2.54809 -1.34646 0.2 -0.1 0.5 0.260
H -5.99280 3.24380 -2.08031 -2.8 0.2 0.5 0.662
H -4.85197 2.49272 -3.10033 0.0 -0.1 0.6 0.405
H -3.36221 8.50972 -2.40847 -1.0 -0.7 -0.4 0.325
H -5.06082 7.87057 -2.47090 -2.1 1.2 -0.1 0.541
H -3.93705 7.16531 -3.51717 0.4 0.1 0.4 0.262
H -6.29061 5.73463 -0.58591 0.4 -0.1 -0.4 0.352
C -1.76108 -7.39001 0.66445 -0.3 1.8 -1.9 -1.552
C -0.29145 -7.47083 0.91865 1.2 -0.5 2.3 1.490
C 0.39406 -8.50865 0.04151 0.3 -1.6 -1.5 -0.794
C 1.92385 -8.50805 0.19922 0.0 -0.5 -0.2 -0.885
C 2.36500 -7.17477 -0.29537 1.0 2.3 0.7 -0.983
C 1.81330 -6.01167 0.61372 1.0 2.0 -0.6 0.601
N 0.35001 -6.15368 0.62909 -0.8 0.8 0.9 0.766
O -0.24216 -5.03629 1.45549 0.5 -1.5 -1.1 -0.348
C 2.59666 -5.79759 2.03023 -0.5 -0.9 -0.9 -1.142
C 2.01679 -4.66044 -0.20140 0.9 -0.4 -0.4 0.933
C -0.09582 -7.87443 2.42180 -0.2 -0.9 -1.1 -1.786
H -2.14212 -6.39282 0.96449 0.0 -0.9 0.2 0.357
H -2.39039 -8.18301 1.03502 0.2 -0.3 0.2 0.594
H -1.79820 -7.34341 -0.43403 -0.7 -0.2 0.1 0.022
H -0.00013 -9.53964 0.23625 0.0 0.9 0.2 0.443
H 0.19513 -8.37715 -1.07866 0.0 0.2 1.4 -0.100
H 2.44054 -9.24272 -0.41722 -0.5 -0.4 -0.2 0.504
H 2.27939 -8.76286 1.21852 -0.3 0.5 -0.4 0.302
H 2.05272 -6.94010 -1.34094 -0.1 -0.5 0.7 0.242
H 3.46712 -7.04335 -0.31638 -0.4 -0.2 0.2 0.425
H 3.66105 -5.53216 1.83636 -0.7 -0.5 -0.2 0.283
H 2.24187 -4.89163 2.58114 -0.2 -0.9 -0.2 0.091
H 2.54503 -6.75582 2.62553 0.1 1.3 -0.3 0.307
H 1.31412 -4.69506 -1.08704 0.9 0.2 0.8 -0.477
H 1.80745 -3.75772 0.40024 -0.1 -0.6 -0.2 -0.838
H 3.10689 -4.53385 -0.54496 -1.5 -0.4 0.3 -0.091
H 0.88381 -8.30817 2.63516 -0.1 0.1 0.0 0.267
H -0.87324 -8.64198 2.65129 0.6 0.8 0.2 0.506
H -0.19908 -6.96549 2.97603 -0.4 0.2 0.8 0.280
H 0.21424 -5.02503 2.30273 0.2 -0.1 0.2 0.228
C 7.54159 -0.66455 1.54526 0.4 1.1 -1.3 -1.550
C 6.65115 -0.27554 0.32460 0.4 0.6 0.4 1.334
C 7.49235 0.42769 -0.76189 0.2 1.7 0.7 -1.113
C 8.47326 -0.55100 -1.45067 -2.3 1.1 -0.4 -0.930
C 7.62012 -1.63763 -2.09454 1.3 -1.1 1.1 -1.319
C 6.77143 -2.39322 -1.05184 1.7 -1.6 -1.0 1.548
N 6.05837 -1.43903 -0.31989 -2.6 1.2 0.9 0.158
O 5.08738 -2.07328 0.52369 0.4 0.1 0.0 0.305
C 5.79310 -3.24551 -1.92116 0.4 0.2 0.4 -1.858
C 7.68325 -3.35101 -0.16769 -1.9 -0.7 -2.0 -1.606
C 5.57158 0.76051 0.78040 -1.2 0.2 -1.3 -1.734
H 7.09583 -1.47317 2.09397 0.0 -0.3 0.5 0.258
H 7.67226 0.23628 2.15771 0.0 -0.4 0.1 0.462
H 8.52868 -0.93958 1.13257 -0.4 -0.1 0.7 0.292
H 6.76873 1.01922 -1.40312 0.9 -1.1 0.1 0.402
H 8.04679 1.24839 -0.20525 -0.3 -0.9 -0.6 0.348
H 9.06844 -0.89788 -0.64152 1.0 -0.7 0.2 0.457
H 9.06255 -0.05718 -2.20605 0.4 0.2 -0.1 0.383
H 8.27238 -2.40431 -2.55173 -0.3 0.4 -0.1 0.516
H 6.95105 -1.25377 -2.83623 -0.3 0.5 -0.5 0.493
H 6.24262 -3.51314 -2.88412 -0.1 0.2 0.2 0.396
H 5.42809 -4.15964 -1.48061 0.1 -0.4 0.5 0.309
H 4.91988 -2.63308 -2.04861 -0.4 0.3 -0.5 0.343
H 6.99860 -3.93900 0.46079 0.4 -0.1 -0.1 0.363
H 8.17005 -4.01149 -0.91005 -0.1 0.0 0.7 0.438
H 8.39571 -2.88720 0.44540 1.0 0.8 0.6 0.354
H 4.93029 1.03563 -0.13561 0.4 -1.0 1.3 0.266
H 5.96518 1.79434 0.97186 0.3 -1.2 0.5 0.595
H 4.93918 0.34424 1.62044 0.6 0.7 -1.0 0.090
H 5.57752 -2.61985 1.16282 0.0 0.1 -0.1 0.104
C -2.51967 8.51498 3.88631 0.6 0.9 -0.6 -2.241
C -1.36348 7.50207 3.96398 -1.9 0.7 0.2 1.740
C -0.27688 8.18432 4.78695 0.4 0.8 -0.2 -1.534
C 0.87837 7.22798 4.90162 0.3 -1.6 0.8 0.460
C 0.34695 6.06628 5.80603 -0.2 -0.1 -3.3 -2.137
C -0.86156 5.33908 5.18022 1.0 0.2 -0.2 2.300
N -1.82275 6.36899 4.75600 0.1 -0.6 -0.4 0.173
O -2.91686 5.69978 4.13380 0.5 0.4 -2.2 -0.526
C -0.27851 4.30641 4.13642 -0.8 1.1 0.1 -1.391
C -1.67919 4.54620 6.17976 1.5 -1.6 -0.4 -2.005
C -0.91506 7.23194 2.54396 1.4 0.8 0.8 -0.251
H -2.10462 9.49148 3.57934 0.0 -0.4 -0.3 0.440
H -2.88335 8.74188 4.85587 -0.7 -0.2 1.1 0.519
H -3.34050 8.28670 3.20616 0.1 -0.3 0.1 0.197
H -0.02098 9.12600 4.27013 0.0 -0.3 0.3 0.504
H -0.72889 8.42963 5.76646 0.4 0.0 -0.4 0.352
H 1.84565 7.48407 5.35501 -0.5 0.9 -0.1 0.361
H 1.13795 6.87486 3.89686 0.1 -0.1 0.3 -0.148
H 0.08343 6.51002 6.68517 -0.8 1.1 2.7 0.511
H 1.11411 5.35907 5.95922 0.9 -0.9 0.4 0.686
H 0.44524 3.67955 4.64792 -0.5 -0.6 0.1 0.900
H -1.08529 3.82621 3.59988 -0.2 -0.8 0.4 0.415
H 0.28695 4.70422 3.31777 0.5 0.9 -0.3 -0.402
H -2.31716 3.92488 5.56265 -0.8 0.1 0.3 0.381
H -1.01675 3.77879 6.64108 -0.4 0.8 0.4 0.374
H -2.20497 5.21474 6.84678 -0.1 -0.2 0.3 0.486
H -0.60088 8.25970 2.23257 -0.1 -1.1 -0.6 0.523
H -1.61266 6.77303 1.87618 -0.8 0.1 -0.4 -0.202
H -0.07575 6.55725 2.63357 0.3 0.1 -0.7 -0.778
H -2.66266 5.61833 3.15250 -0.6 0.0 1.8 0.383